Entry 1:
DFT (ωB97M-V/def2-TZVPD) results for the molecule C4H9NO in a non-equilibrium geometry.

Each line ends with the Löwdin charge.
Atoms and positions in Å:
C -1.157 0.988 -2.267  -0.113
C -0.246 0.144 -1.378  -0.258
C -0.699 0.027 0.104  -0.122
C 0.518 -0.347 0.951  -0.552
N 0.242 -0.471 2.281  0.142
O 1.658 -0.457 0.566  0.057
H -0.685 1.054 -3.266  0.070
H -2.064 0.452 -2.528  0.070
H -1.094 2.042 -2.001  0.073
H 0.822 0.292 -1.503  0.099
H -0.309 -0.901 -1.693  0.106
H -1.510 -0.700 0.166  0.116
H -1.101 0.950 0.517  0.114
H -0.713 -0.600 2.554  0.093
H 1.009 -0.733 2.877  0.106

**Total charge**: 0
**Structure (SMILES)**: CCCC(N)=O
**Orbital gap**: 10.74 eV
**HOMO**: -0.361 hartree

***

Entry 2:
DFT (ωB97M-V/def2-TZVPD) results for a cluster of 2 separate species, C2H5OPS in total in a non-equilibrium geometry.

Each line ends with the Löwdin charge.
Atoms and positions in Å:
C 0.733 0.035 -0.328  -0.828
C -1.769 0.663 0.329  -0.349
O 0.251 -0.845 1.449  -0.430
P 2.412 -0.335 -0.448  0.803
S -0.483 0.968 -0.909  0.914
H -2.082 1.608 0.762  0.039
H -1.247 0.021 1.066  -0.012
H -2.604 0.158 -0.144  0.040
H 2.464 -0.648 -1.814  -0.094
H 2.325 -1.625 0.036  -0.083

**Total charge**: 0
**Orbital gap**: 7.90 eV
**HOMO**: -0.328 hartree